(1)
{"formula": "C6H12O2", "method": "ωB97M-V/def2-TZVPD", "orbital_gap_ev": [7.925, 8.011], "max_force_ev_per_a": 5.39, "energy_ha": -386.08899, "lumo_energy_ev": [0.0, 0.2], "elements": ["C", "C", "C", "C", "C", "C", "O", "O", "H", "H", "H", "H", "H", "H", "H", "H", "H", "H", "H", "H"], "positions_angstrom": [[-0.3601, 1.0118, 1.0230], [-1.2114, 1.0561, -0.1287], [0.3454, -0.8643, -1.2053], [-0.9023, -1.7154, -1.3630], [0.8016, -0.2140, 0.4168], [2.1268, 0.1451, 0.3693], [-1.0981, 0.6152, 2.1654], [0.3656, 2.1675, 1.3767], [-1.6332, 1.3754, 2.4302], [1.0702, 1.8654, 1.9665], [-2.1350, 0.5080, -0.2217], [-1.2246, 1.9185, -0.7777], [0.5104, -1.1217, 0.9396], [0.4689, -0.0988, -1.9652], [1.2028, -1.5295, -1.3142], [-1.7614, -1.0979, -1.6201], [-1.1526, -2.2218, -0.4293], [-0.7995, -2.4184, -2.1945], [2.9310, -0.5551, 0.1943], [2.4554, 1.1738, 0.3377]], "mulliken_charge": [1.19, -1.39, -0.74, -1.04, -0.02, -0.98, -0.58, -0.63, 0.35, 0.35, 0.45, 0.34, 0.22, 0.36, 0.51, 0.28, 0.28, 0.36, 0.34, 0.36]}

(2)
{"formula": "C6H12O2", "method": "ωB97M-V/def2-TZVPD", "orbital_gap_ev": 9.671, "max_force_ev_per_a": 5.68, "energy_ha": -386.20845, "lumo_energy_ev": 0.9, "smiles": "C=CC[C@@H](O)[C@@H](C)O", "elements": ["C", "C", "C", "C", "C", "C", "O", "O", "H", "H", "H", "H", "H", "H", "H", "H", "H", "H", "H", "H"], "positions_angstrom": [[0.3364, -0.2353, 0.9069], [-1.3152, 0.3609, 1.0847], [0.2257, -0.9583, -0.3700], [-1.8515, 1.2790, 0.0056], [1.3032, -0.2819, -1.5050], [2.5908, -0.5957, -1.4728], [1.2516, 0.7616, 1.1497], [-2.2221, -0.7017, 1.2625], [1.3627, 1.2933, 0.3497], [-1.9752, -1.2023, 2.0471], [0.4305, -0.9353, 1.7440], [-1.2211, 0.9281, 2.0225], [-0.6929, -1.0530, -0.9403], [0.5849, -1.9766, -0.2346], [0.9212, 0.3687, -2.2857], [-2.0225, 0.7183, -0.9105], [-2.7990, 1.7174, 0.3199], [-1.1417, 2.0770, -0.2039], [3.2425, -0.3710, -2.3088], [2.9917, -1.1931, -0.6608]], "mulliken_charge": [-0.03, 0.04, -0.63, -1.27, -0.49, -0.55, -0.52, -0.54, 0.41, 0.33, 0.36, 0.32, 0.34, 0.37, 0.36, 0.29, 0.36, 0.33, 0.29, 0.24]}

(3)
{"formula": "C6H12O2", "method": "ωB97M-V/def2-TZVPD", "orbital_gap_ev": [9.268, 7.512], "max_force_ev_per_a": 2.06, "energy_ha": -385.95565, "total_charge": 1, "multiplicity": 2, "lumo_energy_ev": [-4.4, -7.2], "elements": ["C", "C", "C", "C", "C", "O", "C", "H", "H", "H", "H", "H", "H", "H", "H", "H", "H", "H", "H", "O"], "positions_angstrom": [[2.4744, -0.1555, -1.8272], [1.4845, 0.5314, -0.9847], [0.4058, -0.2128, -0.5033], [-0.6097, 0.3659, 0.2970], [-1.9167, -0.0254, 0.1098], [-2.9123, 0.6022, 0.7092], [1.5890, 1.9976, -0.8127], [2.2113, -1.0732, -2.3517], [2.9133, 0.4791, -2.5882], [3.3217, -0.4910, -1.2270], [0.2721, -1.2268, -0.8529], [-0.2838, 0.9938, 1.1057], [-2.3452, -0.6262, -0.6859], [-2.6419, 0.9133, 1.5898], [2.1541, 2.3251, 0.0701], [0.6353, 2.4597, -0.7621], [2.1037, 2.4476, -1.6618], [-0.4425, -2.6370, 3.2349], [-0.2300, -2.0853, 1.7869], [-0.6767, -2.7513, 2.3102]], "mulliken_charge": [-1.38, 1.11, -0.59, -0.42, 0.16, -0.39, -1.47, 0.38, 0.39, 0.34, 0.45, 0.43, 0.41, 0.37, 0.35, 0.44, 0.41, 0.33, 0.31, -0.62]}

(4)
{"formula": "C6H12O3", "method": "ωB97M-V/def2-TZVPD", "orbital_gap_ev": 10.537, "max_force_ev_per_a": 1.57, "energy_ha": -461.48429, "lumo_energy_ev": 0.9, "smiles": "C1COC[C@]2(C1)CO2.O", "elements": ["C", "O", "C", "C", "C", "C", "O", "C", "H", "H", "H", "H", "H", "H", "H", "H", "H", "H", "O", "H", "H"], "positions_angstrom": [[2.0172, -0.3441, 1.0288], [1.7171, -0.2340, -0.3566], [0.6318, -0.0979, 0.6154], [-0.3982, -1.2011, 0.6963], [-1.6037, -0.8534, -0.1788], [-2.0822, 0.5638, 0.1108], [-1.0389, 1.5057, -0.0715], [0.0509, 1.2871, 0.7952], [2.2940, -1.3474, 1.3646], [2.6131, 0.4789, 1.4342], [0.0528, -2.1594, 0.4051], [-0.7227, -1.2935, 1.7458], [-1.3267, -0.9282, -1.2412], [-2.4266, -1.5607, -0.0049], [-2.8908, 0.8581, -0.5703], [-2.4658, 0.6342, 1.1465], [-0.2754, 1.4043, 1.8464], [0.8051, 2.0528, 0.5766], [1.5098, 0.0787, -3.2299], [2.4021, 0.1943, -2.8084], [1.1370, 0.9619, -3.3042]], "mulliken_charge": [-0.84, -0.40, 1.11, -0.87, -0.51, -0.52, -0.38, -0.80, 0.28, 0.27, 0.41, 0.29, 0.30, 0.34, 0.30, 0.33, 0.31, 0.39, -0.62, 0.31, 0.30]}

(5)
{"formula": "C6H12O3RbS", "method": "ωB97M-V/def2-TZVPD", "orbital_gap_ev": 9.126, "max_force_ev_per_a": 5.55, "energy_ha": -883.60993, "total_charge": 1, "lumo_energy_ev": -3.0, "elements": ["Rb", "C", "S", "O", "C", "H", "H", "H", "H", "H", "H", "O", "C", "O", "C", "C", "C", "H", "H", "H", "H", "H", "H"], "positions_angstrom": [[-2.6138, 0.8989, 2.3815], [-1.2060, -2.3522, -1.0711], [-2.3347, -2.6380, 0.3667], [-1.7711, -1.6253, 1.2754], [-3.9258, -1.9540, -0.3177], [-0.1633, -2.5391, -0.8144], [-1.3844, -1.3390, -1.4314], [-1.5086, -3.0013, -1.8928], [-4.3731, -2.6700, -1.0072], [-3.6993, -1.0396, -0.8661], [-4.6407, -1.8337, 0.4963], [-0.2991, 1.5743, 0.7711], [0.9505, 1.5661, 0.5688], [1.4464, 0.4187, 0.2770], [2.8912, 0.5251, 0.0366], [3.2106, 1.9837, 0.1077], [1.8770, 2.7422, 0.4090], [2.8959, 0.1285, -0.9787], [3.4501, -0.1216, 0.7130], [3.7135, 2.4001, -0.7651], [3.9080, 2.1590, 0.9269], [1.5823, 3.3265, -0.4627], [1.9943, 3.3907, 1.2771]], "mulliken_charge": [0.98, -0.90, 0.51, -0.61, -0.92, 0.29, 0.26, 0.41, 0.36, 0.28, 0.32, -0.65, 0.42, -0.28, -0.34, -0.55, -0.27, 0.26, 0.29, 0.32, 0.27, 0.26, 0.27]}

(6)
{"formula": "C6H12O4", "method": "ωB97M-V/def2-TZVPD", "orbital_gap_ev": 10.328, "max_force_ev_per_a": 3.24, "energy_ha": -536.75605, "lumo_energy_ev": 0.7, "smiles": "CC(=O)O[C@](C)(O)[C@@H](C)O", "elements": ["C", "C", "C", "C", "C", "C", "O", "O", "O", "O", "H", "H", "H", "H", "H", "H", "H", "H", "H", "H", "H", "H"], "positions_angstrom": [[-0.5987, -0.5110, -0.1690], [-0.7651, 1.6833, -0.2796], [-0.6730, -1.4599, -1.3576], [-0.9479, 2.3489, 1.0554], [1.7974, -1.4489, 0.5571], [1.1057, -0.1791, 0.1129], [-1.5219, 0.5574, -0.4643], [-1.0237, -1.0911, 1.0248], [-0.1234, 2.1770, -1.2017], [1.6858, 0.3278, -1.0075], [-1.9503, -1.3508, 0.9322], [1.1576, 1.1372, -1.3191], [1.0614, 0.5459, 0.9371], [-1.7149, -1.6033, -1.6487], [-0.1219, -1.0314, -2.1923], [-0.2586, -2.4283, -1.0905], [-1.0323, 1.6082, 1.8472], [-0.1304, 3.0402, 1.2434], [-1.8765, 2.9200, 1.0266], [2.7836, -1.1867, 0.9361], [1.2273, -1.9333, 1.3455], [1.9200, -2.1220, -0.2878]], "mulliken_charge": [0.68, 0.92, -1.50, -1.11, -1.54, 0.31, -0.37, -0.56, -0.64, -0.62, 0.36, 0.48, 0.33, 0.45, 0.28, 0.39, 0.35, 0.32, 0.36, 0.40, 0.37, 0.35]}

(7)
{"formula": "C6H12OPZn", "method": "ωB97M-V/def2-TZVPD", "orbital_gap_ev": [3.249, 3.248], "max_force_ev_per_a": 2.52, "energy_ha": -2431.55831, "total_charge": -1, "lumo_energy_ev": [2.9, 2.9], "elements": ["C", "C", "C", "C", "C", "Zn", "P", "H", "H", "H", "H", "H", "H", "H", "H", "C", "O", "H", "H", "H", "H"], "positions_angstrom": [[-0.4022, -1.6441, -0.4267], [0.5526, -1.7180, -1.5308], [0.0876, -0.8864, -2.5725], [-1.2025, -0.3684, -2.2020], [-1.5258, -0.8390, -0.9126], [0.3228, -0.1724, 1.0963], [1.4989, -0.8873, 2.8180], [-0.5064, -2.4132, 0.3513], [1.4483, -2.3457, -1.5355], [0.6196, -0.6717, -3.5084], [-2.4731, -0.7091, -0.3869], [-1.8131, 0.2985, -2.8240], [2.7112, -0.1136, 2.9835], [1.8929, -2.2811, 2.8449], [0.7277, -0.6411, 4.0234], [-0.6196, 2.7576, 0.4676], [0.3539, 1.7168, 0.2508], [-1.5803, 2.4239, 0.0674], [-0.2837, 3.6885, -0.0162], [-0.6907, 2.8895, 1.5491], [0.8819, 1.9165, -0.5369]], "mulliken_charge": [-0.46, -0.77, -0.47, -0.52, -1.28, -1.05, 0.11, 0.81, 0.41, 0.43, 0.72, 0.44, 0.06, 0.03, 0.02, -1.29, 0.86, 0.31, 0.26, 0.22, 0.18]}

(8)
{"formula": "C6H12OSi", "method": "ωB97M-V/def2-TZVPD", "orbital_gap_ev": [7.391, 7.391], "max_force_ev_per_a": 6.39, "energy_ha": -600.36938, "lumo_energy_ev": [0.6, 0.6], "elements": ["C", "C", "C", "C", "C", "C", "O", "Si", "H", "H", "H", "H", "H", "H", "H", "H", "H", "H", "H", "H"], "positions_angstrom": [[0.2825, 1.1294, 0.9701], [1.1186, 1.8960, 1.5478], [0.3849, -0.8775, -2.1325], [-2.3126, -0.3571, -0.2534], [-0.1782, -2.8598, 0.0580], [1.7547, 2.9218, 2.1789], [2.4073, 3.8773, 1.3581], [-0.5674, -1.0162, -0.4760], [-0.7924, 1.3579, 0.8333], [0.5005, 0.1515, -2.6254], [1.5055, -0.9954, -1.9672], [0.0504, -1.7921, -2.7106], [-2.5632, -0.1856, 0.8204], [-2.4164, 0.6515, -0.6773], [-3.1082, -1.0321, -0.6497], [-0.0940, -3.2389, -0.8949], [0.7912, -3.0131, 0.4304], [-0.9959, -3.3260, 0.5993], [1.8740, 2.9921, 3.1885], [2.3587, 3.7163, 0.4020]], "mulliken_charge": [-0.26, -0.24, -0.95, -1.08, -1.06, -0.19, -0.53, 0.54, 0.11, 0.33, 0.28, 0.30, 0.34, 0.35, 0.34, 0.31, 0.37, 0.32, 0.40, 0.31]}